Entry 1:
ORCA calculation (ωB97M-V/def2-TZVPD) on a cluster of 3 separate species, C30H64BFN7O7 in total.

Each line ends with the Löwdin charge.
Element x y z (Å)
C -6.334 -2.832 -0.420  -0.096
O -5.571 -2.635 -1.642  -0.215
C -4.316 -3.332 -1.589  -0.217
C -3.077 -2.288 -1.642  -0.129
C -3.379 -0.991 -0.708  -0.154
N -2.248 -0.230 -0.248  -0.037
C -1.304 -0.840 0.703  -0.221
N -1.841 -1.709 1.744  -0.090
C -2.103 -3.119 1.452  -0.040
C -2.716 -1.067 2.702  -0.385
C -1.985 -0.307 3.935  0.010
O -3.949 -1.018 2.699  0.085
C 0.074 -1.393 0.040  -0.043
B 1.128 -1.974 1.182  -0.464
N 1.989 -3.162 0.861  0.127
O 1.106 -1.300 2.433  0.124
N 0.716 -0.318 -0.833  -0.050
O 1.281 0.704 -0.142  -0.054
C 2.713 0.811 -0.261  -0.087
C 3.295 1.920 -1.243  -0.368
C 4.573 2.599 -0.538  -0.047
O 2.368 2.908 -1.719  -0.061
C -0.379 0.090 -1.800  -0.097
C 0.342 0.789 -3.027  -0.119
C -0.094 0.263 -4.463  -0.152
C 0.298 -1.240 -4.800  -0.374
C 1.620 -1.787 -4.100  -0.093
C -0.863 -2.321 -4.534  -0.080
C -1.637 0.800 -1.143  -0.333
C -2.597 1.255 -2.349  -0.076
C -3.872 2.101 -1.913  -0.161
F -4.327 1.908 -0.586  -0.063
N -1.432 1.946 -0.268  0.140
C -0.816 3.024 -0.591  -0.291
C -1.001 4.088 -1.747  -0.038
C 0.246 3.542 0.517  -0.040
H -6.014 -2.084 0.382  0.092
H -6.300 -3.905 -0.047  0.101
H -7.407 -2.555 -0.686  0.102
H -4.163 -3.934 -0.637  0.105
H -4.160 -4.030 -2.474  0.128
H -2.986 -1.983 -2.727  0.077
H -2.172 -2.874 -1.295  0.084
H -4.240 -0.472 -1.219  0.128
H -3.901 -1.456 0.204  0.104
H -0.890 0.047 1.315  0.155
H -3.208 -3.282 1.201  0.095
H -1.933 -3.730 2.407  0.100
H -1.430 -3.584 0.669  0.098
H -1.375 -1.086 4.510  0.078
H -2.707 0.249 4.595  0.090
H -1.197 0.369 3.451  0.080
H -0.133 -2.290 -0.642  0.139
H 2.455 -3.022 -0.054  0.070
H 1.411 -4.005 0.696  0.087
H 1.185 -1.986 3.125  0.122
H 1.394 -0.847 -1.425  0.163
H 3.246 -0.176 -0.510  0.157
H 3.097 1.071 0.786  0.152
H 3.719 1.377 -2.159  0.141
H 5.354 2.820 -1.329  0.089
H 5.060 1.844 0.169  0.091
H 4.288 3.502 0.082  0.093
H 2.315 2.768 -2.686  0.096
H -0.756 -0.911 -2.212  0.151
H 1.478 0.648 -2.972  0.098
H 0.179 1.907 -3.010  0.092
H -1.216 0.404 -4.643  0.110
H 0.407 0.924 -5.250  0.128
H 0.496 -1.280 -5.926  0.136
H 2.095 -2.556 -4.801  0.100
H 1.450 -2.308 -3.102  0.065
H 2.411 -0.977 -3.962  0.077
H -1.846 -1.764 -4.558  0.068
H -0.631 -2.826 -3.550  0.063
H -0.869 -3.071 -5.394  0.096
H -2.961 0.375 -2.987  0.115
H -2.068 1.928 -3.109  0.107
H -4.725 1.765 -2.600  0.132
H -3.780 3.219 -2.087  0.110
H -0.856 3.726 -2.804  0.065
H -2.066 4.497 -1.656  0.091
H -0.334 5.008 -1.629  0.094
H 1.067 4.167 0.065  0.069
H 0.584 2.716 1.203  0.072
H -0.370 4.260 1.170  0.098
C 7.457 4.857 1.549  -0.336
O 6.740 3.891 1.361  -0.003
N 7.741 5.815 0.628  -0.202
C 8.606 6.940 0.927  -0.056
C 7.159 5.709 -0.696  -0.047
H 7.948 5.033 2.519  0.134
H 8.046 7.868 0.791  0.091
H 9.459 6.925 0.246  0.092
H 8.968 6.889 1.954  0.086
H 6.070 5.706 -0.611  0.088
H 7.476 4.769 -1.153  0.090
H 7.476 6.545 -1.320  0.089
C -1.475 -5.583 5.770  -0.346
O -1.581 -5.970 4.621  0.005
N -2.096 -4.491 6.289  -0.201
C -1.922 -4.087 7.670  -0.056
C -2.960 -3.706 5.430  -0.042
H -0.842 -6.110 6.502  0.133
H -2.893 -4.092 8.170  0.092
H -1.503 -3.078 7.698  0.088
H -1.248 -4.767 8.193  0.086
H -3.763 -4.345 5.053  0.102
H -2.381 -3.333 4.581  0.057
H -3.388 -2.866 5.976  0.095

Calculated values
Lowest unoccupied orbital energy ... -2.436 eV
Maximum force ... 3.57 eV Å⁻¹
Net charge ... +1
E_HOMO ... -0.393 Eh

Entry 2:
ORCA calculation (ωB97M-V/def2-TZVPD) on a cluster of 3 separate species, C5H14O2 in total.

Each line ends with the Löwdin charge.
Element x y z (Å)
C 1.695 1.667 -1.219  -0.104
C 0.206 1.448 -0.932  -0.258
C -0.111 0.752 0.468  -0.230
C -1.538 0.964 0.545  -0.268
C -2.108 2.051 1.019  -0.005
H 2.150 2.388 -0.646  0.039
H 2.042 0.647 -0.864  0.088
H 1.794 1.848 -2.253  0.054
H -0.365 2.495 -1.110  0.140
H -0.374 0.909 -1.730  0.112
H 0.393 1.188 1.313  0.105
H 0.340 -0.206 0.404  0.065
H -1.965 0.170 -0.064  0.114
H -1.431 2.918 1.456  0.126
H -3.106 1.912 0.829  0.020
H -0.009 -3.141 -1.614  -0.046
H -0.221 -3.474 -0.309  0.072
O -0.429 -2.734 -0.954  -0.026
H 0.760 -2.685 1.611  -0.039
H 1.897 -1.913 1.001  0.066
O 1.583 -2.809 1.290  -0.025

Calculated values
Lowest unoccupied orbital energy ... 0.654 eV
ΔE to the lowest compared entry with this formula, charge and spin ... 2.957 eV
Maximum force ... 6.00 eV Å⁻¹
E_HOMO ... -0.338 Eh

Entry 3:
ORCA calculation (ωB97M-V/def2-TZVPD) on a structure of composition C23H19BrCl2N3O3PdSSi.

Each line ends with the Löwdin charge.
Element x y z (Å)
Pd -0.480 -0.417 -0.509  0.849
C 4.544 0.639 3.917  -0.183
Si 3.933 -0.812 2.897  0.498
C 4.966 -0.889 1.351  -0.219
C 4.190 -2.391 3.872  -0.180
C 2.078 -0.583 2.689  -0.247
C 1.349 -0.360 3.849  -0.099
C -0.033 -0.165 3.834  -0.072
C -0.666 -0.191 2.612  -0.109
N 0.008 -0.418 1.491  -0.093
C 1.344 -0.618 1.482  -0.744
S 1.948 -0.888 -0.114  0.613
H 5.612 0.545 4.128  0.027
H 4.020 0.728 4.870  0.020
H 4.388 1.569 3.365  0.035
H 6.017 -0.957 1.648  0.028
H 4.828 0.001 0.736  0.023
H 4.713 -1.751 0.734  0.013
H 5.248 -2.551 4.091  0.026
H 3.827 -3.247 3.299  0.035
H 3.645 -2.370 4.819  0.025
H 1.864 -0.331 4.805  0.095
H -0.596 0.006 4.740  0.095
H -1.733 -0.039 2.504  0.121
Cl -2.950 -5.042 -1.107  0.652
C -2.418 -3.887 -2.294  -0.596
C -2.692 -4.136 -3.636  -0.150
C -2.297 -3.266 -4.617  -0.628
Cl -2.667 -3.622 -6.291  0.630
C -1.598 -2.087 -4.283  -0.182
C -1.154 -1.128 -5.223  -0.030
C -0.486 -0.014 -4.805  -0.049
C -0.254 0.168 -3.433  -0.107
N -0.654 -0.708 -2.545  -0.002
C -1.324 -1.839 -2.918  -0.107
C -1.724 -2.745 -1.846  -0.428
O -1.445 -2.487 -0.645  -0.119
H -3.230 -5.036 -3.903  0.098
H -1.355 -1.291 -6.273  0.084
H -0.141 0.732 -5.507  0.102
H 0.261 1.039 -3.047  0.115
Br -6.339 4.813 -0.273  0.701
C -4.451 4.634 -0.313  -0.672
C -3.663 5.773 -0.291  -0.213
N -2.335 5.723 -0.317  0.062
C -1.764 4.519 -0.369  -0.081
C -2.478 3.327 -0.394  -0.110
C -3.863 3.385 -0.363  -0.052
C -1.764 1.995 -0.451  -0.667
O -0.516 2.009 -0.543  -0.072
O -2.473 0.960 -0.401  -0.060
H -4.122 6.754 -0.250  0.093
H -0.683 4.480 -0.393  0.115
H -4.434 2.467 -0.378  0.115

Calculated values
Lowest unoccupied orbital energy (alpha / beta) ... 2.429 / 2.429 eV
ΔE to the lowest compared entry with this formula, charge and spin ... 0.000 eV
Maximum force ... 1.24 eV Å⁻¹
Net charge ... -1
E_HOMO (alpha / beta) ... -0.163 / -0.163 Eh